# 1
This record from the Open Molecules 2025 dataset describes a 8-piece molecular cluster, C10H33F3N12O9 overall at a distorted geometry. The level of theory is ωB97M-V with the def2-TZVPD basis set.

XYZ file:
```
67
Properties=species:S:1:pos:R:3:forces:R:3:lowdin_charge:R:1
O 0.07311 -0.18035 0.70870 1.1 -0.1 1.4 0.225
H 0.38290 0.58990 0.22668 1.4 2.1 -2.1 0.051
H -0.78519 0.11945 1.01698 -2.3 -0.4 0.8 0.051
H 0.09931 -1.00660 0.22061 -0.2 -1.2 -0.6 0.075
C 1.26385 1.80037 -1.82249 -2.1 -0.6 1.9 -0.320
O 1.69889 0.38301 -1.63863 0.9 1.7 0.6 -0.139
O 0.60105 2.14661 -0.63188 2.3 -0.4 -1.2 -0.241
C 2.46704 2.69108 -2.35389 -1.2 -2.7 -0.5 -0.642
F 3.49707 2.59408 -1.59276 2.5 -0.6 2.0 0.185
F 2.89149 2.30408 -3.61179 -0.6 -0.2 0.4 0.097
F 2.19001 3.93967 -2.43409 -1.3 2.6 -0.3 0.202
C 1.62777 -0.50808 -2.70559 -1.5 1.3 -1.5 -0.323
C 2.33545 -1.75703 -2.49558 1.9 -1.5 1.4 -0.081
H 2.15060 -2.31110 -1.57529 -0.8 -0.1 0.0 0.068
H 2.30340 -2.41846 -3.36137 -0.2 0.0 0.1 0.088
H 3.38365 -1.49905 -2.34449 0.4 0.0 -0.3 0.088
H 2.10974 -0.11702 -3.60162 -0.3 0.6 -0.2 0.118
H 0.55846 -0.63359 -2.87571 -0.2 -0.4 -0.5 0.110
H 0.48048 1.88606 -2.57553 0.2 -0.5 -0.9 0.136
C 1.68059 3.79192 2.41251 -0.4 0.0 0.4 -0.820
O 1.88911 4.37221 3.43781 0.5 1.2 2.8 0.033
N 2.18583 4.14118 1.27621 1.9 1.1 -3.7 0.178
N 0.90523 2.72316 2.32753 -1.9 -2.5 1.4 0.170
H 2.76528 4.96557 1.20742 -0.3 -0.3 0.0 0.122
H 1.88540 3.61368 0.46900 0.1 0.3 -0.4 0.067
H 0.45841 2.54119 3.21484 -0.2 -0.3 -0.4 0.111
H 0.55102 2.30428 1.47948 0.2 0.5 -0.1 0.057
C 0.43276 -3.55627 1.40565 2.2 2.7 -0.2 -0.780
O 0.35633 -2.85908 0.41266 -1.0 1.0 -2.2 0.022
N 1.30611 -3.31335 2.33586 1.9 0.5 2.5 0.205
N -0.32379 -4.55681 1.66669 -3.5 -3.5 -0.2 0.179
H 1.92961 -2.52209 2.26325 0.5 -0.2 -0.1 0.091
H 1.34517 -3.94201 3.12539 0.5 0.5 -0.1 0.118
H -0.31380 -4.96796 2.58917 -0.5 -0.1 -0.5 0.122
H -1.11043 -4.58704 1.03394 -0.1 -0.8 0.5 0.113
C -3.88929 2.42929 -1.15104 -1.0 2.1 -0.8 -0.813
O -4.30373 3.04483 -0.20050 -0.5 -0.1 2.5 0.040
N -2.72329 1.89219 -1.29057 3.2 -1.5 1.9 0.193
N -4.56324 2.45207 -2.27340 -2.5 -0.2 -3.2 0.147
H -2.28816 1.55379 -2.13689 -0.1 0.0 0.7 0.102
H -2.33913 1.83434 -0.35827 1.3 -0.4 -0.6 0.100
H -4.14155 2.08661 -3.11525 -0.7 0.1 0.1 0.097
H -5.52720 2.74552 -2.20428 0.3 0.0 -0.5 0.115
C 3.95205 -0.68969 1.66085 -3.2 -2.1 -2.6 -0.779
O 3.83130 -1.89869 1.70553 -0.1 -2.8 -0.4 -0.007
N 4.59750 -0.10699 2.59126 2.1 2.9 2.4 0.185
N 3.30436 0.00874 0.72520 -0.2 1.1 -0.6 0.208
H 5.29837 -0.74379 2.94250 0.2 0.9 0.6 0.132
H 4.62962 0.89399 2.46041 1.1 0.0 0.8 0.122
H 2.84009 -0.48111 -0.02620 0.0 0.3 0.2 0.079
H 3.28970 1.01857 0.73571 -0.1 -0.2 -0.3 0.101
C -2.89376 -0.34325 2.44406 0.2 1.7 0.7 -0.711
O -2.20562 0.43408 1.80422 0.9 -0.2 -1.3 0.060
N -3.71727 0.09168 3.37591 -1.7 2.1 1.6 0.168
N -2.96727 -1.63730 2.45607 1.8 -3.8 -2.0 0.191
H -4.22603 -0.67446 3.79339 -0.8 1.2 0.3 0.103
H -4.15857 0.92326 3.01010 -0.6 0.3 1.0 0.134
H -2.44223 -2.07007 1.70966 -0.2 -0.8 0.3 0.115
H -3.69468 -2.07860 3.00035 0.6 -0.4 -0.8 0.120
C -2.35381 -1.77015 -2.06568 0.1 -2.8 2.4 -0.845
O -1.70109 -1.06810 -1.39595 3.3 3.5 3.0 0.093
N -3.07161 -1.39893 -3.03296 -2.7 3.3 -5.6 0.192
N -2.57393 -3.04010 -1.79656 -0.3 -3.8 0.7 0.173
H -2.77636 -0.48038 -3.33161 -0.6 -0.2 -0.7 0.120
H -3.49719 -2.06519 -3.66151 0.0 0.6 0.0 0.125
H -2.77337 -3.58251 -2.62487 0.1 -0.7 0.8 0.107
H -2.18647 -3.45124 -0.95933 0.3 0.0 -0.6 0.095
```
Forces are in eV/Å.

Calculated values
DFT total energy   -55368.31337 eV
Energy above the lowest of the compared OMol25 structures with the same formula, charge and spin   113.08 kcal/mol
M   522.4 g mol⁻¹
HOMO level   -8.34 eV

# 2
This record from the Open Molecules 2025 dataset describes a 4-piece molecular cluster, C10H34NO16P4 overall at a distorted geometry. The level of theory is ωB97M-V with the def2-TZVPD basis set.

XYZ file:
```
65
Properties=species:S:1:pos:R:3:forces:R:3:lowdin_charge:R:1
O -6.82675 -0.08345 4.61138 -2.6 4.1 4.1 -0.017
O -6.32658 -0.61772 3.53198 2.2 -1.0 -6.8 -0.166
C -6.29818 0.32364 2.40230 -1.2 0.9 1.6 -0.172
N -5.50231 -0.25887 1.25514 -1.8 -1.3 3.6 -0.109
P -4.47237 0.90096 0.37753 4.0 2.3 -5.7 0.987
O -2.83459 0.87707 0.96873 -4.5 1.7 2.1 -0.296
O -5.14981 2.50264 0.31108 -0.1 -3.0 3.1 -0.254
H -7.18644 0.85211 4.42757 0.6 -1.9 0.3 0.151
H -5.75152 1.29946 2.78823 -1.1 -1.8 -0.7 0.160
H -7.38483 0.54849 1.97430 2.2 -0.3 1.1 0.189
H -6.18674 -0.71185 0.60208 1.0 0.5 0.2 0.167
H -4.91336 -1.03585 1.66244 -0.3 0.7 -0.5 0.181
H -2.76728 1.52395 1.74774 0.6 -0.8 -0.9 0.091
H -5.70867 2.72390 1.11210 0.9 0.3 -1.1 0.071
C -0.00041 5.86111 1.43299 0.5 0.7 -0.7 -0.148
O -1.04327 5.19819 2.12058 3.1 -1.4 0.2 -0.270
P -0.51036 4.39240 3.55573 -10.0 0.4 3.8 0.751
O -1.78775 3.54778 3.56085 1.2 -0.4 -1.0 -0.321
O -0.76126 5.76724 4.43242 1.5 -0.9 0.1 -0.270
C -2.01925 6.41517 4.33738 -0.4 0.8 -0.4 -0.112
O 0.02242 3.58660 4.99093 2.1 0.9 -2.7 -0.237
C 1.43001 3.49484 5.08131 1.0 -0.1 0.5 -0.157
H -0.41419 6.34522 0.54527 0.0 -0.1 0.1 0.096
H 0.45356 6.62051 2.07494 0.1 0.1 -0.1 0.086
H 0.75773 5.13587 1.12339 0.0 0.3 -0.2 0.084
H -2.81517 5.74423 4.00581 0.2 -0.1 0.0 0.081
H -1.93863 7.25409 3.64096 -0.2 -0.1 0.1 0.089
H -2.28472 6.80788 5.32485 0.3 -0.2 -0.1 0.097
H 1.87244 4.49450 5.06363 0.2 -0.1 0.1 0.086
H 1.81389 2.90342 4.24605 0.2 -0.1 0.1 0.080
H 1.69380 3.00122 6.01967 -0.1 0.1 -0.1 0.094
C -0.48569 -1.73827 -3.66635 -0.1 -0.9 -0.3 -0.154
O 0.06104 -0.43677 -3.74980 -2.0 -0.8 2.5 -0.263
P 0.36029 0.27830 -2.20315 7.0 6.6 -5.0 0.749
O 0.43111 1.66336 -2.85257 -1.4 -1.0 0.7 -0.271
O 1.86857 -0.38958 -2.17544 -1.0 -0.2 1.6 -0.280
C 2.72137 -0.19160 -3.29119 0.3 -0.5 -0.9 -0.109
O 0.65963 0.99346 -0.65658 -2.1 -2.6 -0.1 -0.248
C 0.05912 0.28046 0.40593 -0.1 -0.3 0.6 -0.170
H -0.64255 -2.12122 -4.67748 0.1 0.1 0.1 0.095
H 0.19979 -2.40356 -3.13494 0.0 -0.2 -0.1 0.072
H -1.44671 -1.70280 -3.14503 -0.1 -0.2 -0.2 0.071
H 2.45019 0.68900 -3.87822 -0.2 0.0 0.2 0.088
H 2.68711 -1.07799 -3.93027 0.1 0.1 0.0 0.087
H 3.74696 -0.06477 -2.92805 -0.3 -0.1 0.2 0.094
H 0.43091 -0.74755 0.42450 0.0 -0.1 0.3 0.086
H -1.02680 0.28100 0.28113 0.3 -0.1 0.2 0.035
H 0.31063 0.77108 1.34922 0.0 0.0 -0.1 0.087
C 5.83122 -4.44823 -4.43386 0.8 0.1 -0.3 -0.156
O 4.59984 -3.95063 -3.94820 0.2 -2.9 -1.5 -0.272
P 3.52683 -5.19489 -3.40649 -5.4 7.3 5.8 0.757
O 2.34828 -4.22061 -3.48985 0.8 -1.0 -1.1 -0.285
O 4.18939 -5.12260 -1.89735 -0.1 -1.6 -0.6 -0.276
C 4.28825 -3.86104 -1.25697 0.6 0.6 0.1 -0.111
O 2.45375 -6.43905 -2.86472 2.6 -0.7 -2.1 -0.243
C 2.87068 -7.73325 -3.25088 0.0 -1.0 0.0 -0.164
H 6.45142 -3.60706 -4.75231 -0.1 -0.1 0.1 0.092
H 6.35350 -4.99935 -3.64750 0.2 0.0 0.0 0.083
H 5.65263 -5.10449 -5.29062 0.3 0.1 -0.1 0.081
H 3.57754 -3.13106 -1.65143 0.0 -0.2 -0.1 0.077
H 5.30522 -3.47762 -1.37552 -0.1 0.1 0.1 0.088
H 4.09045 -3.99608 -0.18813 0.0 -0.3 -0.2 0.094
H 3.86718 -7.94045 -2.85157 0.0 -0.3 0.0 0.083
H 2.88490 -7.80435 -4.34154 0.0 -0.3 0.0 0.081
H 2.16452 -8.46654 -2.85417 0.1 0.1 0.0 0.091
```
Forces are in eV/Å.

Calculated values
DFT total energy   -82306.62525 eV
Total charge   +1
M   548.3 g mol⁻¹
HOMO level   -11.14 eV

# 3
This record from the Open Molecules 2025 dataset describes a 7-piece molecular cluster, C10H34O12 overall at a distorted geometry. The level of theory is ωB97M-V with the def2-TZVPD basis set.

XYZ file:
```
56
Properties=species:S:1:pos:R:3:forces:R:3:lowdin_charge:R:1
C -0.98783 1.73086 2.19452 -0.2 0.6 -0.2 -0.231
C -1.83295 1.64204 3.47340 0.7 0.1 -0.2 -0.235
O -1.18947 2.25713 4.58641 0.4 0.1 -0.3 -0.069
O -0.71125 3.13160 1.93763 0.4 -0.7 0.2 -0.074
H -1.48358 1.32749 1.29366 -0.1 0.0 0.5 0.084
H -0.06369 1.15410 2.33883 0.0 0.2 0.0 0.121
H -1.90026 0.58701 3.73597 -0.5 -0.1 -0.1 0.109
H -2.81049 2.10544 3.34842 -0.2 -0.2 -0.3 0.120
H -0.63418 2.96029 4.22104 -0.2 0.1 0.1 0.075
H 0.07511 3.18026 1.37319 -0.3 0.0 0.1 0.080
C -1.86930 2.42220 -1.98161 -0.7 -0.3 0.6 -0.233
C -1.04964 2.93607 -3.15420 -0.1 -1.7 0.1 -0.293
O -0.83104 4.30733 -3.11720 0.2 0.6 0.0 -0.047
O -2.17548 0.99719 -2.12340 1.0 1.1 0.7 -0.106
H -2.81473 3.00512 -1.88844 0.3 -0.6 -0.3 0.121
H -1.34394 2.67885 -1.04101 0.0 -0.5 -0.3 0.113
H -1.52095 2.56981 -4.07724 0.0 0.3 0.0 0.121
H -0.08440 2.41947 -3.08711 0.1 0.3 -0.2 0.119
H -1.67756 4.75947 -3.13344 -0.1 0.1 0.0 0.087
H -1.52261 0.49622 -1.56372 -0.8 0.6 -0.5 0.044
C 1.91980 -2.62558 1.49650 -3.3 1.2 -1.2 -0.173
C 2.96362 -3.56220 1.17762 2.4 -1.3 0.8 -0.234
O 3.85045 -3.04850 0.15169 -0.6 -0.4 0.4 -0.070
O 0.84388 -2.76160 0.44927 1.0 0.3 0.6 -0.096
H 2.24815 -1.58439 1.43079 0.1 -0.1 0.2 0.126
H 1.46437 -2.80660 2.47115 0.2 0.0 0.0 0.133
H 2.54989 -4.55331 0.96774 0.0 0.2 -0.6 0.134
H 3.54843 -3.71913 2.10347 0.0 0.2 -0.3 0.134
H 4.73118 -3.40507 0.31741 -0.1 0.0 -0.2 0.108
H -0.00096 -3.00562 0.83683 0.1 -0.1 0.4 0.077
C -4.55597 -0.38813 1.37610 -0.2 1.1 -1.6 -0.217
C -3.59031 -1.53045 1.15884 -0.2 -0.1 1.2 -0.225
O -2.37251 -1.38086 1.90848 -0.2 0.7 -0.4 -0.088
O -4.14502 0.78478 0.63645 0.2 0.0 0.6 -0.085
H -4.60943 -0.02686 2.39284 0.0 -0.4 0.5 0.116
H -5.56262 -0.65457 1.01962 0.2 -0.2 0.3 0.122
H -3.34708 -1.62981 0.10494 -0.2 -0.1 -0.3 0.119
H -4.11453 -2.41564 1.55259 0.5 -0.1 -0.3 0.122
H -2.08337 -0.45886 1.74238 0.0 -0.7 0.0 0.037
H -4.50701 0.77313 -0.24941 0.1 -0.2 -0.3 0.077
C 3.17125 -0.55010 -2.32459 0.1 0.6 1.6 -0.237
C 3.45810 -1.74253 -3.13974 0.5 -1.7 -0.2 -0.243
O 2.64851 -2.88887 -2.82487 0.1 0.5 -0.2 -0.068
O 3.98292 -0.41368 -1.13314 0.2 -0.3 0.4 -0.109
H 2.13232 -0.55404 -1.98444 -0.2 0.2 -0.5 0.110
H 3.39856 0.32082 -2.93282 -0.2 0.3 0.2 0.120
H 4.51845 -2.01676 -3.00229 -0.1 0.2 -0.2 0.128
H 3.31315 -1.51804 -4.19636 -0.2 -0.2 0.0 0.121
H 2.72947 -3.05069 -1.87756 0.1 -0.1 0.0 0.047
H 3.96269 -1.19938 -0.53289 -0.3 0.5 -1.1 0.056
O 2.25250 2.10065 -0.52783 0.3 -0.1 0.4 -0.066
H 2.98527 2.51445 -1.01353 -0.4 -0.3 0.2 0.053
H 2.69386 1.52425 0.12170 0.0 0.2 -0.5 0.038
O -0.36243 -0.21647 -0.28626 0.7 0.1 -0.2 -0.060
H 0.49477 0.19551 -0.52781 -0.6 -0.3 0.2 0.048
H -0.18210 -1.17381 -0.19859 0.2 0.5 -0.1 0.037
```
Forces are in eV/Å.

Calculated values
DFT total energy   -35488.71881 eV
Energy above the lowest of the compared OMol25 structures with the same formula, charge and spin   11.84 kcal/mol
M   346.4 g mol⁻¹
HOMO level   -9.60 eV
SMILES   OCCO.OCCO.OCCO.OCCO.OCCO.O.O

# 4
This record from the Open Molecules 2025 dataset describes a 8-piece molecular cluster, C10H36O8 overall at a distorted geometry. The level of theory is ωB97M-V with the def2-TZVPD basis set.

XYZ file:
```
54
Properties=species:S:1:pos:R:3:forces:R:3:lowdin_charge:R:1
C 3.72814 5.04320 -0.61376 -0.4 0.4 -1.5 -0.091
C 3.42083 3.66241 -0.06898 0.1 0.7 0.6 -0.324
O 4.33015 3.36429 0.97405 0.4 -0.1 0.3 -0.083
H 4.30864 5.73277 -0.00088 0.1 -0.5 0.1 0.080
H 2.82784 5.58452 -0.90449 -0.4 0.0 0.5 0.064
H 4.14747 4.92529 -1.61294 0.9 0.2 0.2 0.062
H 3.55814 2.93300 -0.86723 -0.5 -0.1 0.0 0.106
H 2.41819 3.68517 0.35798 -0.2 -0.4 -0.3 0.108
H 4.01147 2.57143 1.41157 0.1 -0.1 0.1 0.079
C 3.30432 -3.40259 -2.44948 -0.1 0.8 -0.1 -0.094
C 4.14294 -3.37075 -3.71652 0.1 -0.2 0.1 -0.329
O 5.23614 -4.27697 -3.66182 0.3 0.1 -0.1 -0.082
H 3.96989 -3.08604 -1.64641 -0.1 -0.4 0.3 0.076
H 2.76126 -4.31268 -2.19470 0.4 -0.3 -0.2 0.071
H 2.53987 -2.62846 -2.51605 -0.1 0.1 -0.1 0.067
H 4.59399 -2.38107 -3.78849 0.1 0.0 0.1 0.109
H 3.58660 -3.47669 -4.64785 -0.3 -0.3 0.0 0.104
H 4.94054 -5.18873 -3.71585 -0.2 0.0 0.0 0.079
C 0.72369 -2.74481 3.94306 -1.0 0.1 1.0 -0.100
C 2.06531 -3.45420 4.04618 -1.4 0.1 -0.8 -0.330
O 2.99155 -2.45716 3.71219 1.3 0.0 0.0 -0.082
H -0.19582 -3.29705 4.13708 0.2 -0.6 -0.2 0.067
H 0.57591 -2.20630 3.00697 0.4 -0.2 0.0 0.077
H 0.70369 -2.02022 4.75713 0.0 0.4 -0.1 0.067
H 2.10343 -4.25112 3.30350 0.4 0.0 0.0 0.109
H 2.25572 -3.87439 5.03373 -0.1 -0.1 0.1 0.109
H 3.01710 -1.87482 4.47496 0.2 0.3 -0.1 0.082
C -5.51313 -5.21419 0.12287 0.1 -0.3 -0.4 -0.091
C -4.00715 -5.40314 0.18341 1.0 1.1 -1.2 -0.282
O -3.31035 -4.18718 -0.26437 -0.4 -0.1 0.8 -0.120
H -6.11914 -6.12010 0.10864 0.3 -0.4 0.8 0.070
H -5.82308 -4.82829 -0.84827 0.3 0.7 0.0 0.069
H -5.77854 -4.55593 0.95013 -0.4 0.0 -0.3 0.078
H -3.55897 -6.12420 -0.50019 -0.7 -0.8 0.4 0.104
H -3.64144 -5.55926 1.19829 -0.1 -0.1 -0.1 0.108
H -3.48697 -4.06534 -1.20008 -0.1 -0.1 0.0 0.064
C -3.08055 5.52465 2.31877 -0.3 -1.6 -0.3 -0.075
C -3.30940 4.50195 3.49890 -0.3 1.9 -0.3 -0.333
O -2.49017 3.39038 3.38124 0.6 -0.8 -0.1 -0.072
H -3.31585 5.00717 1.38875 -0.4 -0.4 -0.1 0.055
H -2.02003 5.69480 2.13316 0.0 0.6 0.7 0.067
H -3.73366 6.39522 2.25837 0.4 0.2 0.6 0.065
H -4.35410 4.20287 3.58400 -0.3 0.1 -0.3 0.102
H -3.08846 4.95121 4.46712 0.2 0.2 -0.1 0.104
H -2.81184 2.86568 2.64448 0.1 -0.1 -0.1 0.085
O 0.63682 3.71667 -4.24346 -0.2 -0.2 0.1 -0.055
H 1.53425 3.45061 -4.44358 0.2 -0.1 -0.1 0.027
H 0.63065 4.66372 -4.38236 -0.1 0.3 0.0 0.031
O -3.40650 3.65349 -5.68618 0.0 0.2 -0.1 -0.054
H -2.69338 3.16556 -5.27433 0.3 -0.1 0.1 0.023
H -4.19733 3.16987 -5.44758 -0.2 -0.1 0.0 0.028
O -1.93703 1.07815 -0.69575 -0.2 0.1 0.1 -0.054
H -1.89709 0.12361 -0.63667 0.0 -0.3 0.1 0.028
H -1.29462 1.30404 -1.36845 0.2 0.1 -0.2 0.026
```
Forces are in eV/Å.

Calculated values
DFT total energy   -27330.97300 eV
Energy above the lowest of the compared OMol25 structures with the same formula, charge and spin   64.29 kcal/mol
M   284.4 g mol⁻¹
HOMO level   -10.17 eV
SMILES   CCO.CCO.CCO.CCO.CCO.O.O.O

Q: Among the records above, which one has the lowest DFT total energy?
A: C10H34NO16P4

Q: Which formula does entry 3 have?
A: C10H34O12

Q: Among the records above, which one has the lowest M?
A: C10H36O8

Q: Among the records above, which one has the lowest M?
A: C10H36O8